69
Properties=species:S:1:pos:R:3 method="wB97M-V/def2-TZVPD" lumo_ha=0.086 spin_multiplicity=1 total_charge=-1 de_lowest_kcal_mol=5.5 orbital_gap_ev=6.02 energy_ev=-153012.12149
Ni -0.958 0.299 -0.090
Cl -0.109 4.449 5.673
Cl -2.624 3.133 4.301
Cl 3.019 2.375 1.765
Cl 2.729 4.055 4.386
S 1.031 -0.830 -1.662
S -1.134 -0.865 2.747
O 0.463 1.381 0.686
O -0.737 -1.094 1.298
O -1.986 1.697 1.828
O 0.708 -1.751 -2.786
N -1.504 1.686 -1.473
C 2.914 1.181 -1.496
C -1.046 2.975 3.582
C 1.320 3.366 3.643
C -2.430 -0.352 -2.358
C 2.442 -3.491 1.743
C 4.071 1.833 -1.902
C 4.445 0.146 -3.580
C 2.716 -2.128 1.795
C -2.924 -0.859 2.828
C 3.298 -0.519 -3.178
C 4.835 1.317 -2.939
C 2.329 -1.299 0.756
C -2.626 -2.095 -0.755
C -2.767 2.319 -1.057
C 1.682 -1.854 -0.340
C -1.730 0.923 -2.717
C -3.445 -2.802 -1.631
C -0.495 2.728 -1.683
C 1.776 -4.026 0.651
C 0.343 2.061 1.799
C -2.119 -0.837 -1.079
C -3.255 -1.036 -3.237
C -0.970 2.242 2.388
C 0.074 3.540 4.204
C -3.776 -2.271 -2.869
C -0.891 -2.525 3.386
C 1.435 2.623 2.454
C 1.386 -3.204 -0.399
C 2.556 0.001 -2.127
H -3.322 -1.689 2.248
H 2.288 1.573 -0.702
H -1.451 -3.236 2.778
H -3.080 3.042 -1.822
H -1.208 -2.558 4.428
H 5.037 -0.247 -4.398
H -3.532 1.554 -0.946
H -3.202 -0.939 3.880
H -3.481 -0.618 -4.213
H -0.318 3.254 -0.749
H 2.499 -0.231 0.816
H -0.835 3.437 -2.450
H -2.276 1.531 -3.453
H -2.357 -2.546 0.193
H 2.744 -4.134 2.561
H 5.732 1.833 -3.258
H -3.825 -3.778 -1.346
H 0.441 2.274 -2.004
H -2.630 2.800 -0.094
H 1.555 -5.086 0.613
H 0.860 -3.590 -1.263
H -4.420 -2.818 -3.547
H 2.957 -1.423 -3.666
H -3.232 0.105 2.430
H 0.174 -2.735 3.308
H 3.222 -1.704 2.653
H -0.751 0.688 -3.146
H 4.363 2.749 -1.405